{"formula": "C34H38F7N3O5SSbSi2W", "method": "ωB97M-V/def2-TZVPD", "symbols": ["W", "C", "Si", "C", "C", "C", "C", "C", "C", "C", "Si", "C", "C", "H", "H", "H", "H", "H", "H", "H", "H", "H", "H", "H", "H", "H", "H", "H", "H", "F", "C", "C", "C", "C", "O", "C", "C", "N", "C", "C", "C", "C", "C", "C", "N", "C", "C", "N", "C", "C", "C", "O", "O", "H", "H", "H", "H", "H", "H", "H", "H", "H", "H", "H", "H", "H", "H", "H", "H", "H", "H", "O", "C", "O", "C", "C", "C", "C", "C", "C", "S", "H", "H", "H", "H", "F", "Sb", "F", "F", "F", "F", "F"], "coordinates": [[0.853, -2.094, 0.504], [-0.931, -0.272, 2.868], [0.828, 0.038, 2.415], [1.036, 1.607, 1.468], [1.943, 0.048, 3.960], [1.247, 0.859, 4.853], [1.668, 1.197, 6.129], [2.888, 0.704, 6.551], [3.608, -0.151, 5.722], [3.156, -0.503, 4.411], [4.225, -1.891, 3.609], [3.611, -3.494, 4.263], [4.839, -1.714, 1.824], [-1.415, 0.680, 3.135], [-1.043, -0.833, 3.783], [-1.566, -0.760, 2.102], [0.170, 1.858, 0.825], [1.928, 1.818, 0.888], [1.082, 2.291, 2.328], [0.331, 1.307, 4.548], [1.073, 1.913, 6.677], [3.325, 0.940, 7.518], [4.562, -0.538, 6.028], [4.418, -4.249, 4.201], [2.703, -3.950, 3.894], [3.438, -3.357, 5.363], [5.893, -1.422, 1.611], [4.178, -1.050, 1.236], [4.623, -2.677, 1.387], [-3.316, 3.060, 0.966], [-2.783, 2.680, -0.229], [-2.095, 1.507, -0.199], [-1.348, 1.097, -1.333], [-0.351, 0.115, -1.194], [-0.398, -0.561, -0.112], [0.618, -0.011, -2.219], [0.328, 0.641, -3.404], [-0.705, 1.477, -3.601], [-0.892, 2.097, -4.884], [-1.033, 1.269, -6.137], [-2.216, 1.945, -5.545], [-1.476, 1.855, -2.500], [-2.295, 3.011, -2.508], [-2.910, 3.497, -1.352], [-3.471, 4.780, -1.314], [-3.481, 5.516, -0.070], [-3.266, 6.996, -0.316], [-4.304, 7.498, -1.313], [-4.418, 6.642, -2.565], [-4.550, 5.148, -2.203], [1.798, -0.915, -2.068], [2.550, -1.197, -2.946], [2.071, -1.470, -0.838], [-2.135, 1.010, 0.741], [0.926, 0.411, -4.263], [-0.391, 3.066, -4.932], [-0.980, 0.202, -6.000], [-0.541, 1.642, -7.022], [-2.905, 1.262, -5.089], [-2.674, 2.774, -6.071], [-2.368, 3.591, -3.435], [-2.634, 5.268, 0.518], [-4.347, 5.332, 0.534], [-2.292, 7.149, -0.751], [-3.389, 7.557, 0.596], [-4.074, 8.458, -1.573], [-5.226, 7.475, -0.858], [-3.514, 6.821, -3.151], [-5.254, 6.990, -3.172], [-4.518, 4.632, -3.169], [-5.564, 4.967, -1.802], [0.000, -3.853, 0.743], [-0.244, -4.013, -0.536], [-0.162, -3.000, -1.210], [-0.211, -5.422, -1.062], [-1.342, -5.976, -1.717], [-1.281, -7.264, -2.165], [-0.135, -8.006, -1.940], [1.034, -7.413, -1.422], [1.037, -6.102, -1.021], [2.540, -5.169, -0.944], [-2.226, -5.392, -1.904], [-2.085, -7.735, -2.705], [-0.169, -9.047, -2.198], [1.920, -8.006, -1.298], [2.000, -2.732, 1.903], [3.906, -5.963, 0.915], [4.658, -7.389, -0.053], [4.572, -5.658, 2.523], [5.240, -4.683, 0.227], [5.478, -1.711, 4.650], [2.621, -7.057, 1.894]], "multiplicity": 2, "e_homo_ha": [-0.4595, -0.4592], "orbital_gap_ev": [6.7, 6.6], "total_charge": 2}

***

{"formula": "C54H52CoN6O2", "method": "ωB97M-V/def2-TZVPD", "symbols": ["Co", "O", "C", "N", "C", "C", "C", "C", "C", "C", "N", "C", "O", "C", "C", "C", "C", "C", "N", "C", "C", "C", "C", "C", "N", "H", "H", "H", "H", "H", "H", "H", "H", "H", "H", "H", "H", "C", "C", "C", "C", "C", "C", "C", "C", "C", "C", "C", "C", "N", "C", "C", "N", "C", "C", "C", "C", "C", "C", "C", "C", "C", "C", "C", "C", "C", "C", "C", "C", "C", "C", "C", "C", "C", "C", "H", "H", "H", "H", "H", "H", "H", "H", "H", "H", "H", "H", "H", "H", "H", "H", "H", "H", "H", "H", "H", "H", "H", "H", "H", "H", "H", "H", "H", "H", "H", "H", "H", "H", "H", "H", "H", "H", "H", "H"], "coordinates": [[-0.677, 1.353, -1.049], [-1.055, -1.102, 2.580], [-0.959, -0.603, 1.222], [0.641, -0.206, -0.033], [1.913, 0.038, -0.638], [3.132, -0.320, -0.135], [4.324, -0.180, -0.791], [4.352, 0.311, -2.065], [3.167, 0.718, -2.662], [1.952, 0.598, -1.952], [0.714, 1.184, -2.365], [0.553, 1.736, -3.583], [1.317, 1.874, -4.526], [-0.798, 2.377, -3.704], [-1.307, 2.802, -4.922], [-2.553, 3.375, -5.028], [-3.289, 3.563, -3.851], [-2.734, 3.108, -2.693], [-1.542, 2.481, -2.606], [-2.286, -0.363, 0.667], [-3.424, -0.655, 1.486], [-4.708, -0.369, 1.052], [-4.817, 0.098, -0.267], [-3.658, 0.475, -0.960], [-2.395, 0.242, -0.492], [3.142, -0.841, 0.825], [5.185, -0.563, -0.293], [5.276, 0.519, -2.608], [3.210, 1.110, -3.644], [-0.677, 2.770, -5.738], [-2.979, 3.759, -5.954], [-4.240, 4.045, -3.794], [-3.193, 3.243, -1.698], [-3.240, -0.983, 2.499], [-5.602, -0.466, 1.687], [-5.813, 0.237, -0.712], [-3.651, 0.823, -2.004], [-2.612, -2.298, -2.929], [-2.631, -3.592, -2.171], [-3.474, -3.399, -0.899], [-1.252, -4.201, -1.897], [-1.075, -5.477, -2.340], [0.108, -6.150, -2.360], [1.213, -5.386, -1.895], [1.091, -4.079, -1.423], [2.329, -3.241, -1.166], [3.167, -3.153, -2.422], [3.222, -3.697, 0.021], [-0.199, -3.477, -1.300], [-0.561, -2.268, -0.727], [0.016, -1.544, 0.308], [0.140, 0.510, 1.093], [-0.223, 1.848, 0.778], [0.109, 3.067, 1.450], [1.193, 3.892, 1.037], [1.547, 4.996, 1.806], [0.857, 5.384, 2.947], [-0.242, 4.622, 3.326], [-0.631, 3.509, 2.603], [-1.872, 2.897, 3.226], [-3.064, 2.826, 2.271], [-1.714, 1.579, 3.954], [2.117, 3.578, -0.082], [2.221, 4.726, -1.052], [3.525, 3.179, 0.366], [0.857, 0.098, 2.360], [1.488, 0.864, 3.235], [1.706, 0.345, 4.597], [1.324, -0.912, 4.906], [0.760, -1.819, 3.984], [0.721, -3.191, 4.279], [0.583, -4.031, 3.201], [0.533, -3.594, 1.804], [0.591, -2.257, 1.503], [0.449, -1.324, 2.654], [-3.655, -1.970, -2.950], [-2.336, -2.437, -4.012], [-1.922, -1.608, -2.435], [-3.166, -4.384, -2.759], [-2.988, -2.712, -0.248], [-3.504, -4.430, -0.451], [-4.493, -3.071, -1.068], [-1.935, -6.098, -2.713], [0.326, -7.153, -2.678], [2.179, -5.902, -1.835], [1.957, -2.215, -0.881], [3.315, -4.104, -2.913], [4.127, -2.755, -2.142], [2.765, -2.515, -3.224], [3.533, -4.785, 0.058], [2.762, -3.602, 0.991], [4.116, -3.124, 0.023], [2.387, 5.523, 1.465], [1.172, 6.167, 3.595], [-0.751, 4.768, 4.289], [-2.202, 3.553, 4.038], [-2.849, 2.246, 1.412], [-3.348, 3.834, 1.941], [-3.949, 2.377, 2.747], [-1.510, 0.700, 3.369], [-2.626, 1.322, 4.541], [-0.935, 1.618, 4.754], [1.745, 2.691, -0.619], [2.460, 5.658, -0.486], [1.373, 4.789, -1.734], [3.126, 4.663, -1.721], [3.996, 3.892, 1.037], [4.237, 2.999, -0.463], [3.493, 2.284, 0.960], [1.737, 1.893, 3.071], [2.166, 1.001, 5.266], [1.546, -1.259, 5.904], [1.076, -3.474, 5.249], [0.599, -5.111, 3.339], [0.381, -4.287, 0.992]], "multiplicity": 5, "e_homo_ha": [-0.1262, -0.1255], "orbital_gap_ev": [5.6, 4.6], "total_charge": -1}

***

{"formula": "CH4Cl2OSi", "method": "ωB97M-V/def2-TZVPD", "symbols": ["C", "O", "Si", "Cl", "Cl", "H", "H", "H", "H"], "coordinates": [[-0.401, -0.541, -0.558], [-2.206, 0.587, 0.222], [1.068, -0.048, 0.491], [1.817, 1.682, -0.194], [2.363, -1.563, 0.091], [-0.919, -1.466, -0.371], [-0.556, -0.144, -1.549], [-1.987, 1.482, -0.048], [0.821, 0.012, 1.916]], "multiplicity": 3, "e_homo_ha": [-0.2983, -0.4035], "orbital_gap_ev": [8.7, 8.3]}

***

Number 1: E -104548.657 eV. Number 2: E -107502.929 eV. Number 3: E -36069.950 eV.